Entry 1:
Molecular formula: C4H8ClOP
Method: DFT, ωB97M-V/def2-TZVPD

```
! RIJCOSX wB97M-V def2-TZVPD def2/J DEFGRID3
* xyz 0 1
C 1.057 -1.966 -1.097
C -0.662 0.222 0.442
C -1.617 0.528 -0.678
C -0.666 0.762 1.669
O 1.485 -1.168 1.445
P 0.715 -1.009 0.213
Cl 2.108 1.130 -0.359
H 0.361 -2.013 -1.839
H 1.688 -2.786 -0.933
H -2.573 0.520 -0.222
H -1.644 -0.288 -1.283
H -1.192 1.387 -1.200
H 0.111 0.726 2.411
H -1.498 1.548 1.904
H 2.327 2.406 -0.473
*
```

Properties
Orbital gap: 8.899 eV
E_HOMO: -0.3194 hartree
Energy relative to the best compared isomer or geometry (same formula, charge and spin): 338.5 kJ/mol
Strongest force on any atom: 0.0625 hartree/bohr
Total energy: -1033.90595 Eh

***

Entry 2:
Molecular formula: C5H10BrN
Method: DFT, ωB97M-V/def2-TZVPD

```
! RIJCOSX wB97M-V def2-TZVPD def2/J DEFGRID3
* xyz 0 1
C -0.844 -2.363 1.389
N -0.855 -1.147 0.758
C 0.164 -0.481 0.524
Br 1.925 -0.857 1.398
C -0.099 1.144 -0.390
C -0.382 0.568 -1.825
C 1.140 1.912 -0.156
H -1.455 -3.201 0.965
H -1.478 -2.139 2.307
H 0.059 -2.718 1.585
H -0.951 1.560 0.092
H -0.375 1.290 -2.644
H 0.135 -0.351 -2.091
H -1.397 0.342 -1.684
H 0.991 2.901 -0.417
H 1.333 1.835 0.876
H 2.089 1.705 -0.686
*
```

Properties
Orbital gap: 9.938 eV
E_HOMO: -0.3413 hartree
Energy relative to the best compared isomer or geometry (same formula, charge and spin): 137.8 kJ/mol
Strongest force on any atom: 0.1208 hartree/bohr
Total energy: -2825.19191 Eh
Structure (SMILES): C/N=C(\Br)C(C)C

***

Entry 3:
Molecular formula: C24H45N3O2
Method: DFT, ωB97M-V/def2-TZVPD

```
! RIJCOSX wB97M-V def2-TZVPD def2/J DEFGRID3
* xyz 0 1
C -5.023 -1.890 0.101
C -3.745 -2.701 -0.104
C -3.823 -3.498 -1.403
C -2.538 -1.761 -0.112
N -1.303 -2.483 -0.362
C -0.225 -1.887 -0.915
O -0.275 -0.757 -1.365
C 1.008 -2.784 -0.948
C 2.110 -2.209 -1.839
C 2.753 -0.963 -1.233
C 3.325 -1.254 0.157
C 4.134 -0.074 0.756
C 4.608 -0.424 2.173
C 5.385 0.174 -0.098
C 3.317 1.218 0.816
C 2.164 -1.727 1.039
C 1.552 -3.004 0.470
C -2.363 -1.038 1.239
O -2.695 -1.534 2.299
N -1.725 0.133 1.116
C -1.457 1.023 2.217
C -2.462 2.184 2.285
C -2.864 2.691 0.891
N -1.751 2.696 -0.040
C -0.794 3.757 0.215
C 0.461 3.520 -0.618
C 0.108 3.502 -2.101
C -0.974 2.454 -2.337
C -2.171 2.728 -1.429
H -5.149 -1.167 -0.703
H -4.985 -1.359 1.049
H -5.888 -2.548 0.111
H -3.631 -3.386 0.743
H -4.674 -4.175 -1.377
H -3.944 -2.826 -2.250
H -2.922 -4.086 -1.562
H -2.635 -1.021 -0.915
H -1.201 -3.366 0.113
H 0.687 -3.750 -1.358
H 1.688 -1.956 -2.813
H 2.873 -2.978 -1.989
H 1.994 -0.186 -1.166
H 3.537 -0.622 -1.910
H 4.027 -2.094 0.064
H 3.785 -0.413 2.881
H 5.342 0.306 2.509
H 5.075 -1.406 2.193
H 5.982 -0.732 -0.178
H 5.126 0.507 -1.099
H 6.001 0.947 0.359
H 2.394 1.069 1.372
H 3.074 1.570 -0.182
H 3.891 1.995 1.317
H 1.394 -0.954 1.087
H 2.504 -1.934 2.053
H 0.759 -3.355 1.136
H 2.318 -3.783 0.430
H -1.489 0.503 0.203
H -1.502 0.439 3.140
H -0.446 1.418 2.090
H -2.025 2.987 2.878
H -3.369 1.854 2.793
H -3.621 2.013 0.487
H -3.330 3.687 0.988
H -0.538 3.755 1.276
H -1.222 4.748 -0.028
H 1.198 4.296 -0.404
H 0.883 2.554 -0.341
H 0.992 3.276 -2.699
H -0.261 4.487 -2.401
H -1.299 2.468 -3.379
H -0.579 1.463 -2.112
H -2.931 1.957 -1.583
H -2.622 3.704 -1.692
*
```

Properties
Orbital gap: 9.387 eV
E_HOMO: -0.3175 hartree
Strongest force on any atom: 0.0128 hartree/bohr
Total energy: -1256.32569 Eh
Structure (SMILES): CC(C)[C@H](NC(=O)[C@H]1CC[C@@H](C(C)(C)C)CC1)C(=O)NCCCN1CCCCC1